# 1
Density functional theory data (ωB97M-V/def2-TZVPD) for a single C9H18BN molecule at a distorted geometry.

Energy relative to the best compared isomer or geometry (same formula, charge and spin) (kcal per mole): 73.1
Frontier orbital gap (eV): 9.13
SMILES: C=NC(C)(C)/C(C)=C(/C)BC

Geometry (Å):
B 1.22724 -1.08781 -1.18058
C -0.07341 -0.23043 -1.37861
C -0.81870 0.18571 -0.36585
C -0.46928 -0.17076 1.11581
C 2.57682 -0.27709 -1.28593
C -0.48056 -0.03058 -2.77985
C -1.82487 1.27821 -0.36661
C -1.80431 -0.80872 1.67553
C 0.65052 -1.13558 1.58484
C 0.77042 1.78062 1.96457
N -0.27097 1.20018 1.64149
H 2.51250 0.76318 -0.95612
H 2.91815 -0.18564 -2.32868
H 3.46392 -0.69544 -0.77134
H -0.83032 0.98612 -3.02827
H -1.31227 -0.73875 -3.00319
H 0.33244 -0.31205 -3.49459
H -2.17991 1.29430 0.56070
H -2.80997 1.03497 -1.02222
H -1.44058 2.23636 -0.73742
H -1.89214 -1.88292 1.44685
H -2.79812 -0.37094 1.47484
H -1.70936 -0.74394 2.75633
H 0.26085 -2.15142 1.63831
H 1.06349 -0.79287 2.62213
H 1.43370 -1.15373 0.90623
H 1.72924 1.31766 2.13633
H 1.14889 -2.20295 -1.02417
H 0.62660 2.89431 2.19947

***

# 2
Density functional theory data (ωB97M-V/def2-TZVPD) for 2 unconnected molecules or ions with the total composition C9H18Br at a distorted geometry.

2S+1: 2
⟨S²⟩: 0.75
Energy relative to the best compared isomer or geometry (same formula, charge and spin) (kcal per mole): 7.9
Frontier orbital gap (spin up / spin down) (eV): 8.71 / 9.40

Geometry (Å):
Br -1.78177 -0.95210 -2.29679
H -0.91415 -1.56195 -1.27889
C 0.20494 -1.61187 -0.00788
C -0.51854 -2.49294 0.96305
C 1.38752 -2.22421 -0.69593
C 0.31421 -0.15120 0.35578
C 0.91964 0.66683 -0.79909
C 0.90755 2.16886 -0.54123
C -0.48184 2.67320 -0.15352
C -1.02206 1.91715 1.06243
C -1.03531 0.40914 0.84148
H -0.01972 -2.41682 1.94100
H -1.57841 -2.22222 1.08593
H -0.47501 -3.53798 0.63338
H 2.26624 -2.11157 -0.04350
H 1.21586 -3.29344 -0.86371
H 1.60875 -1.76065 -1.66863
H 1.02221 -0.12111 1.20702
H 1.94422 0.32744 -0.98923
H 0.33722 0.45849 -1.70657
H 1.62011 2.40137 0.25844
H 1.25899 2.68812 -1.44861
H -0.43945 3.74543 0.06572
H -1.16683 2.53613 -0.99654
H -0.40110 2.14549 1.93713
H -2.04313 2.25462 1.29215
H -1.79912 0.16697 0.08236
H -1.33104 -0.10118 1.76425

***

# 3
Density functional theory data (ωB97M-V/def2-TZVPD) for a molecular structure, C9H18BrNO4P.

2S+1: 2
⟨S²⟩: 0.75
Frontier orbital gap (spin up / spin down) (eV): 8.64 / 10.02

Geometry (Å):
C 0.07128 -2.67521 0.49909
C 0.23933 -1.46192 -0.42446
C 0.75652 -1.94233 -1.78573
C -1.14125 -0.76127 -0.58836
C -1.30570 0.74294 -0.27626
Br -1.62430 1.74795 -1.94155
P -2.84711 0.99892 0.69280
O -4.08512 0.77458 -0.04144
O -2.69525 2.43759 1.34999
O -2.63817 0.05872 1.98499
C -0.13156 1.35636 0.48340
C 1.26377 0.87488 0.09591
C 1.71657 1.30888 -1.29830
C 2.24476 1.42116 1.13425
N 1.26956 -0.60043 0.21768
O 2.42284 -1.14098 0.29262
H 0.94273 -3.32439 0.44657
H -0.80714 -3.25146 0.20500
H -0.04687 -2.34907 1.53352
H -0.02365 -2.52435 -2.27958
H 1.63186 -2.57352 -1.65413
H 1.01878 -1.11296 -2.44018
H -1.47103 -0.92226 -1.61173
H -1.84738 -1.31382 0.03049
H -2.27901 2.44497 2.21629
H -3.18872 -0.72491 1.93705
H -0.17269 2.44133 0.40109
H -0.25286 1.09864 1.54306
H 2.70957 0.90143 -1.48798
H 1.04114 0.99275 -2.08787
H 1.77524 2.39824 -1.33312
H 2.12481 0.90290 2.08597
H 2.05506 2.48422 1.29151
H 3.27401 1.29241 0.80944

***

# 4
Density functional theory data (ωB97M-V/def2-TZVPD) for a molecular structure, C9H18Cl2MnN3O4PY at a distorted geometry.

Net charge: +4
2S+1: 5
⟨S²⟩: 6.42
Frontier orbital gap (spin up / spin down) (eV): 5.69 / 5.43

Geometry (Å):
Y 0.35898 -1.16704 -7.10193
Mn 0.41695 -1.74929 -1.49684
Cl -1.12157 0.46705 -5.86746
Cl 0.81807 -2.96121 -3.50318
C -1.15731 -2.85774 -1.34649
C -0.28826 -0.13689 -9.07139
C 0.09546 -2.59716 -8.95271
O -1.78664 -2.94327 -0.34119
O -0.57311 0.04743 -10.18774
O 0.13235 -3.30008 -9.88629
C 2.15596 1.99988 1.08097
N 0.74265 1.87418 1.43793
C -0.00769 3.11851 1.33415
P 0.05317 0.33149 1.34249
O 0.02772 -0.38610 0.01208
N 1.16686 -0.45176 2.27474
C 1.48476 -1.85607 2.07319
C 1.45586 0.06866 3.62298
N -1.44957 0.52674 2.08026
C -2.57608 0.88717 1.18729
C -1.86613 -0.41233 3.16161
H 2.56181 2.95238 1.43641
H 2.23576 1.98826 -0.00927
H 2.75666 1.19256 1.52051
H -0.30437 3.26590 0.28783
H -0.88941 3.16482 1.99468
H 0.63342 3.96722 1.60807
H 1.76263 -2.05514 1.02779
H 2.37883 -2.04522 2.68185
H 0.66533 -2.53035 2.36881
H 1.45412 1.15995 3.61164
H 0.78997 -0.31628 4.42268
H 2.48094 -0.23169 3.87490
H -2.82692 0.03223 0.52967
H -3.43958 1.09576 1.84428
H -2.32331 1.79358 0.61328
H -2.01145 -1.43924 2.76413
H -1.16561 -0.42295 4.01517
H -2.84124 -0.07393 3.55509

***

# 5
Density functional theory data (ωB97M-V/def2-TZVPD) for a molecular structure, C9H18Cl2N2O2PRu at a distorted geometry.

Net charge: +2
2S+1: 6
⟨S²⟩: 8.80
Frontier orbital gap (spin up / spin down) (eV): 5.94 / 4.92

Geometry (Å):
C -2.01331 0.34295 -2.24691
C -0.64657 -0.17681 -1.88874
H -2.34101 -0.12859 -3.18748
H -1.95817 1.43341 -2.39013
H -2.74682 0.14185 -1.45674
O 0.12959 -0.65316 -2.70115
Cl -1.69934 1.44737 0.67125
Ru 0.09546 0.01566 0.03416
P -1.29168 -1.64552 0.88160
C -0.54856 -3.31136 0.73650
C -1.68207 -1.50583 2.66400
H -3.53732 -0.97309 0.26217
H -3.45915 -2.72214 0.66063
H -2.86029 -2.14157 -0.92327
C -2.95154 -1.89407 0.14259
H -1.90772 -0.45665 2.87969
H -2.54856 -2.13582 2.90746
H -1.23962 -4.07069 1.12834
H 0.38767 -3.33574 1.30839
H -0.80993 -1.81349 3.25016
H -0.33383 -3.52514 -0.31835
C 1.42508 -1.18820 -0.32978
O 2.30389 -1.91748 -0.55091
Cl 1.17656 0.13385 2.15742
C 3.95578 3.64034 0.79789
N 3.15310 3.23045 -0.36204
C 3.43810 3.89787 -1.63329
C 2.19742 2.35065 -0.30327
N 1.27443 1.64745 -0.50567
H 4.63988 4.41884 0.44550
H 4.53525 2.79804 1.19846
H 3.31981 4.04539 1.59615
H 3.76132 3.17020 -2.38894
H 2.54470 4.41650 -2.00429
H 4.23760 4.61956 -1.44847

***

# 6
Density functional theory data (ωB97M-V/def2-TZVPD) for a molecular structure, C9H18Cu2O15 at a distorted geometry.

Net charge: -3
2S+1: 2
⟨S²⟩: 0.76
Frontier orbital gap (spin up / spin down) (eV): 3.81 / 3.81

Geometry (Å):
Cu 1.72660 -1.42654 -3.32307
Cu 1.01748 0.18493 -0.94093
C 3.61863 0.96686 1.59020
O 4.05060 -0.04450 2.12145
O 3.70482 2.06357 2.08047
O 2.91784 0.90030 0.52576
C 0.98836 -2.25993 0.14973
O 1.47847 -2.03089 -0.97521
O -0.08656 -1.76085 0.48320
O 1.90302 -2.46668 0.96931
C 2.05724 1.90801 -3.27107
O 1.64690 2.96230 -3.51295
O 3.22442 1.62559 -3.13918
O 1.24012 0.95763 -3.17115
C -2.64623 0.31999 1.38242
C -3.08322 -1.02362 1.99024
O -2.24238 -1.38999 3.07134
O -1.86989 0.19741 0.18375
H -2.03028 0.86356 2.09883
H -3.51303 0.89919 1.06418
H -3.10359 -1.79464 1.22002
H -4.11111 -0.98858 2.35122
H -2.57527 -2.17245 3.51693
H -1.21282 -0.49530 0.28378
C 1.64692 4.74825 0.96614
C 1.17118 3.80340 -0.24595
O 0.68837 2.53141 0.23347
O 3.03269 4.42349 1.24244
H 0.92066 4.52521 1.74774
H 1.51612 5.77296 0.61837
H 1.83114 3.60430 -1.09030
H 0.28691 4.14954 -0.78109
H 1.49417 2.06457 0.46659
H 3.04151 3.64749 1.80754
C -1.72112 -3.57458 -1.95590
C -2.51702 -4.02405 -0.68227
O -1.64939 -3.98805 0.52367
O -1.51272 -2.22188 -2.03474
H -2.18448 -3.63271 -2.94079
H -0.77450 -4.09712 -2.09362
H -2.79519 -5.06091 -0.87111
H -3.51471 -3.58651 -0.71813
H -1.13900 -3.18293 0.41016
H -0.92165 -1.89725 -1.35149

***

# 7
Density functional theory data (ωB97M-V/def2-TZVPD) for a molecular structure, C9H18F4Li2N2O17S4 at a distorted geometry.

Frontier orbital gap (eV): 7.36

Geometry (Å):
Li -0.98498 -2.61350 -2.35599
Li 0.23989 -0.78177 -0.70774
N 0.79351 -1.93098 -2.15189
S 1.99700 -3.18158 -2.04301
O 3.45762 -2.86778 -2.02920
O 1.46834 -4.42150 -2.49050
F 1.68352 -3.33912 -0.44595
S 1.58095 -1.13357 -3.18988
O 1.57887 -1.72385 -4.51987
O 2.71878 -0.35059 -2.79944
F 0.42588 -0.02033 -3.26344
N 4.76910 1.74186 0.75167
S 5.01349 0.64511 2.02516
O 5.82855 -0.48136 1.73118
O 4.06798 0.52800 3.12905
F 6.08348 1.63548 2.68888
S 3.86678 0.72342 0.03873
O 2.70713 0.11553 0.68446
O 4.62425 0.03781 -0.95010
F 3.06128 1.81781 -0.85369
C -4.04868 -0.28901 0.44985
O -3.86919 0.18222 -0.86381
C -2.71574 -0.12312 -1.62639
O -1.92826 -1.01192 -1.43152
O -2.50267 0.82301 -2.63719
C -3.21504 2.02016 -3.02814
H -3.51181 0.22623 1.24633
H -3.97500 -1.36540 0.60495
H -5.10433 -0.04267 0.56398
H -3.84621 1.84295 -3.89894
H -2.43975 2.70700 -3.36769
H -3.85774 2.44853 -2.25902
C -2.69365 3.65282 0.87251
O -1.77797 2.63330 1.07164
C -0.91087 2.13117 0.17980
O -0.27150 1.08638 0.11728
O -0.91562 2.96385 -0.85141
C 0.04707 2.89449 -1.90072
H -3.11562 3.57608 -0.12957
H -2.27692 4.63824 1.08077
H -3.48704 3.37569 1.56665
H 0.10012 3.84239 -2.43623
H -0.31599 2.14601 -2.60504
H 0.94860 2.53872 -1.40198
C 1.44113 -0.74393 3.43936
O 0.44404 -1.77909 3.31511
C -0.20596 -2.11051 2.16589
O -0.11942 -1.55972 1.03828
O -1.15965 -3.11602 2.32095
C -1.26879 -3.90520 3.45777
H 2.25547 -0.98664 2.75670
H 2.08156 -0.79446 4.31992
H 1.12812 0.29764 3.36672
H -0.60252 -4.75355 3.30135
H -2.23828 -4.39804 3.53058
H -1.05332 -3.44664 4.42287